1.
# C3H5N3O

An isolated molecule of C3H5N3O in a non-equilibrium geometry (ωB97M-V/def2-TZVPD, the Open Molecules 2025 dataset).

```
12
Properties=species:S:1:pos:R:3
N -2.320 -0.466 -0.191
N -1.685 0.635 -0.073
C -0.340 0.365 0.207
C 0.879 1.117 0.106
C 1.961 0.383 -0.153
N 1.494 -1.037 -0.153
O 0.128 -0.954 0.033
H -2.083 -1.195 0.367
H -3.358 -0.046 -0.161
H 0.408 2.247 -0.149
H 3.130 0.353 -0.516
H 1.785 -1.402 0.682
```

As for the charge: 0. The calculation puts the maximum force at 0.2039 Eh/bohr.

2.
# C3H5N3O

An isolated molecule of C3H5N3O in a non-equilibrium geometry (ωB97M-V/def2-TZVPD, the Open Molecules 2025 dataset).

```
12
Properties=species:S:1:pos:R:3
C 0.292 1.636 -0.787
N 0.092 -1.159 -0.842
C 0.371 -1.814 0.253
C -0.270 0.590 0.104
O 1.091 -0.528 0.303
N 0.359 -2.760 1.049
N -1.151 0.489 0.944
H -0.346 -3.452 0.800
H -1.738 1.283 1.164
H -0.513 2.295 -1.115
H 1.025 2.214 -0.222
H 0.789 1.207 -1.652
```

As for the charge: 0. The calculation puts the maximum force at 0.0204 Eh/bohr.

So what do the calculations give for ΔE to the lowest compared entry with this formula, charge and spin? Going down the list: 7.057, 6.467 eV.
So what do the calculations give for HOMO energy? Going down the list: -7.28, -8.99 eV.